Record 1
DFT (the ωB97M-V functional and the def2-TZVPD basis) results for 8 unconnected molecules or ions with the total composition C48H112.

The geometry in XYZ format:
```
160
Properties=species:S:1:pos:R:3:lowdin_spin:R:1
C -2.0468 -2.5933 -5.2073 0.0061
C 5.8387 -1.8180 -1.5597 0.0133
C 5.2234 0.5270 5.1262 0.0150
C 3.3204 -1.0235 3.0230 0.0398
C -2.4550 -2.1955 1.7120 0.0195
C 2.0909 0.3598 -5.7055 0.0052
C -1.2050 -2.9945 -4.0007 0.0091
C -4.1909 -2.0663 -3.6468 0.0045
C 6.3518 0.6488 -2.0438 0.0237
C 4.7293 -1.4177 3.4378 0.0122
C -5.5105 3.2860 5.1410 0.0102
C -0.2709 -0.9575 -0.3758 0.0071
C 6.9489 1.5346 -4.4470 0.0046
C 0.1097 6.5574 0.0031 0.0180
C -6.2407 -5.2458 8.6021 0.0015
C -5.2781 3.0569 3.5735 0.0133
C 2.0810 0.4892 -7.2316 0.0073
C 7.2854 1.4139 -2.8700 0.0107
C -0.4408 3.1072 -1.9042 0.0087
C -3.0050 1.9007 3.4859 0.0080
C 1.0908 -0.3722 -0.8087 0.0166
C -7.6777 -4.9248 8.1209 0.0025
C 5.5370 2.7761 6.5161 0.0184
C -4.0262 -5.3000 5.4373 0.0089
C -2.5506 -0.8125 1.0534 0.0044
C -2.2704 0.8821 4.4160 0.0111
C 5.7164 2.4024 -4.7987 0.0183
C 5.6522 -0.2288 3.7082 0.0163
C -0.0754 5.0746 -0.2126 0.0345
C -4.0755 -4.6047 4.0008 0.0174
C 2.0067 -1.2994 -1.5619 0.0149
C 6.1461 -0.8377 -2.5989 0.0078
C 2.2319 -0.9365 -9.3686 0.0032
C 6.0932 1.7589 5.4664 0.0154
C -5.1890 -4.8640 6.3572 0.0060
C -3.3244 -1.7682 -4.8807 0.0064
C 2.1775 -0.9389 -7.8096 0.0071
C -0.2096 4.6373 -1.6512 0.0172
C -1.2018 -0.2379 0.5901 0.0080
C 2.0268 1.7389 -4.9604 0.0137
C -1.2798 7.3690 0.1435 0.0122
C -4.5043 1.7585 3.3171 0.0111
C -5.3253 -5.7964 7.5515 0.0011
C 2.9732 -2.0697 -10.1070 0.0033
C -1.2007 1.4540 5.2631 0.0488
C -1.6416 2.8653 -2.8340 0.0148
C -5.2865 -1.0010 -3.2066 0.0060
C -4.7985 0.3239 -2.5132 0.0121
H 0.6859 4.9631 -2.1804 0.0077
H -1.1096 5.1726 -1.9539 0.0008
H -1.2193 8.1239 0.9275 0.0022
H -4.6203 -3.0671 -3.6908 0.0015
H -2.5796 3.3474 -2.5587 0.0049
H 0.6500 6.9857 -0.8412 0.0013
H -0.5173 -0.0875 1.4249 0.0058
H 6.7783 -2.0857 -1.0762 0.0035
H 2.9272 -0.8185 -1.8925 0.0029
H 7.2436 2.4340 -2.4881 0.0055
H -0.6697 -2.1336 -3.6002 0.0010
H 7.0955 1.3518 5.6002 0.0010
H -4.5121 1.0454 -3.2784 0.0021
H -7.9713 -5.7660 7.4930 0.0002
H -3.5351 -2.1210 -2.7778 0.0007
H 5.6073 -2.7022 -2.1536 0.0032
H -2.5085 2.0840 2.5330 0.0038
H 6.7528 0.6437 -1.0303 0.0071
H -4.6332 3.7150 5.6252 0.0018
H 2.5393 -3.0696 -10.0987 0.0006
H 4.0219 -2.0991 -9.8111 0.0009
H 3.3576 -0.1725 2.3429 0.0175
H -6.2362 -5.8548 9.5061 0.0001
H -3.9571 -1.7826 -5.7682 0.0014
H -6.2410 4.0850 5.2676 0.0015
H 3.1093 -1.6942 -11.1212 0.0002
H -0.6269 2.7156 -0.9041 0.0018
H -0.4921 1.7881 4.5052 0.0198
H 2.0096 1.5594 -3.8854 0.0038
H -7.8657 -3.9281 7.7215 0.0014
H 1.5773 -0.2230 0.1552 0.0078
H 8.2641 0.9456 -2.7659 0.0012
H 2.9024 1.0980 -7.6093 0.0014
H -6.2457 3.1514 3.0805 0.0032
H -2.8729 2.8379 4.0267 0.0032
H -2.9018 -0.0136 1.7064 0.0002
H -3.1068 -0.7022 -4.9474 0.0029
H 1.2806 -0.6824 -9.8361 0.0009
H -5.0817 -3.8087 6.6081 0.0042
H -2.4724 -3.5222 -5.5870 0.0011
H -4.6196 1.2705 2.3492 0.0030
H 4.9245 1.9127 -4.2319 0.0021
H -3.3181 -0.8603 0.2810 0.0011
H 1.2767 -0.3275 -5.4758 0.0016
H 6.4181 2.2573 4.5531 0.0050
H 7.7698 2.0563 -4.9391 0.0012
H -3.7019 -3.5811 3.9721 0.0018
H -3.8484 0.0817 -2.0370 0.0007
H 3.1635 -1.2911 -7.5065 0.0021
H 2.6075 -0.8606 3.8313 0.0102
H -3.8380 -6.3603 5.2687 0.0008
H -0.3878 -3.6616 -4.2750 0.0037
H -5.8973 -1.5051 -2.4576 0.0027
H -5.8768 2.4109 5.6778 0.0020
H -0.7477 0.7743 5.9848 0.0123
H -0.0254 -1.9419 0.0228 0.0039
H -5.0301 -4.9319 3.5887 0.0024
H 2.9646 -0.1965 -5.3661 0.0015
H -4.9269 0.9850 3.9583 0.0026
H -0.8949 -1.2404 -1.2236 0.0007
H 4.2107 0.9273 5.0789 0.0080
H 2.3624 -2.1287 -0.9505 0.0054
H 2.8888 2.3872 -5.1178 0.0024
H 5.8510 3.4749 -4.6582 0.0059
H 6.3733 3.4556 6.6806 0.0016
H -2.0544 0.1374 3.6500 0.0018
H 5.3461 2.1761 7.4058 0.0014
H 5.6254 2.1950 -5.8649 0.0028
H -1.8316 -3.4563 -3.2376 0.0023
H 1.3524 -1.5823 -2.3865 0.0008
H -3.1467 -4.8133 5.8589 0.0048
H 5.0123 -1.4811 -0.9339 0.0033
H 5.1133 -1.8845 2.5308 0.0032
H -2.9645 0.2487 4.9683 0.0044
H 2.8920 -1.8475 2.4524 0.0083
H -1.9200 -2.9599 1.1484 0.0048
H 7.0894 -1.1013 -3.0773 0.0010
H 5.8449 0.4823 2.9049 0.0099
H -1.3311 0.8228 0.3749 0.0023
H 1.0526 2.2178 -5.0595 0.0025
H 4.6333 3.3317 6.2656 0.0093
H -3.4127 -5.1155 3.3024 0.0036
H 5.3967 1.1518 -1.8924 0.0184
H 1.0656 0.5475 -1.3933 0.0031
H -5.9837 -0.8690 -4.0340 0.0008
H 1.1866 1.0103 -7.5732 0.0028
H 2.7880 -0.0435 -9.6538 0.0004
H 0.7688 6.7241 0.8551 0.0071
H 6.6857 -0.5751 3.7214 0.0030
H -0.9729 4.8105 0.3468 0.0046
H -1.9785 -2.1785 2.6921 0.0071
H -8.4040 -4.9406 8.9335 0.0003
H -5.9685 -4.2405 8.9237 0.0010
H -1.4435 3.2770 -3.8236 0.0040
H -1.5651 2.2868 5.8645 0.0045
H -5.6499 -6.8184 7.3558 0.0002
H -1.4518 -2.2168 -6.0394 0.0021
H -1.7407 1.7841 -2.9305 0.0018
H -4.6288 3.7509 3.0398 0.0048
H -5.5001 0.7034 -1.7703 0.0063
H 5.3793 -0.9522 -3.3650 0.0019
H -6.0771 -4.8743 5.7253 0.0009
H -3.3957 -2.7148 1.8956 0.0027
H 0.4815 2.6208 -2.2219 0.0039
H 1.3908 -1.5826 -7.4163 0.0014
H -1.4731 7.9370 -0.7665 0.0010
H 4.6958 -2.2473 4.1440 0.0017
H 5.1889 -0.1616 5.9704 0.0017
H -4.3462 -5.7962 8.0307 0.0004
H 0.6712 4.4216 0.2395 0.0277
H -2.2116 6.8331 0.3242 0.0046
H 6.9171 0.5448 -4.9024 0.0013
```

As for the electronic energy: -51587.281 eV. Its HOMO energy (alpha / beta) is 0.9097 / -8.3042 eV. Its expectation value of S² is 0.7506. As for the spin multiplicity: 2. The largest force on an atom is 3.39 eV Å⁻¹. Its charge is -1.

Record 2
DFT (the ωB97M-V functional and the def2-TZVPD basis) results for 16 unconnected molecules or ions with the total composition C48H112N16O16.

The geometry in XYZ format:
```
192
Properties=species:S:1:pos:R:3:mulliken_charge:R:1
O 1.3715 -8.4207 23.8795 -0.5979
O 0.9176 -3.5599 28.0570 -0.5101
O -3.1857 -3.6500 20.6982 -0.6533
O 0.0137 -8.9087 28.9889 -0.6248
O -3.6692 -10.6628 25.9102 -0.6568
O -0.8468 -8.8466 19.1006 -0.7159
O 6.3628 -2.9926 24.3197 -0.7312
O 0.2323 -3.6712 22.6759 -0.4790
O 1.8115 -3.3865 17.3520 -0.4777
O 6.0426 -11.7478 21.8564 -0.6099
O 2.6214 -9.3945 17.5895 -0.5940
O 6.7868 -3.3249 28.5350 -0.5319
O 3.0007 -6.7865 20.2714 -0.4139
O 11.0702 -1.3841 23.1465 -0.5769
O -3.5061 -7.6496 26.5825 -0.5368
O 5.2964 -8.0931 25.1779 -0.5720
N -0.2545 -3.8182 18.1963 0.3171
N 4.2813 -10.9342 20.7659 0.3762
N -1.2056 -9.7926 21.1019 0.4644
N 1.2651 -3.7615 30.3052 0.2880
N -2.0937 -6.1926 27.6781 0.2127
N -2.5655 -5.2399 22.1922 0.3811
N 7.9172 -1.3657 24.7821 0.3504
N 0.9317 -10.1893 27.3470 0.2864
N 4.0733 -5.4948 18.7649 0.5931
N 2.4103 -6.4680 24.4802 1.3048
N 1.0973 -8.6230 16.0711 0.0988
N 11.5827 -2.6227 25.0882 0.1877
N 6.0429 -5.4934 28.7446 0.4913
N -5.2625 -9.3451 24.9908 0.0287
N 6.4798 -7.8869 23.3074 0.2439
N 1.0866 -1.9984 23.9708 0.3141
C 2.0545 -7.6412 15.6104 -0.6282
C -2.7080 -7.3879 27.4708 -0.0309
C 4.0561 -4.3496 19.6155 -0.7613
C 1.8700 -5.0866 30.2916 -0.4941
C -0.2650 -8.4273 15.6997 -0.8039
C 7.8972 -0.6573 23.5383 -1.0875
C 0.1078 -4.8990 19.1159 0.6754
C 0.9853 -1.4423 25.3113 -0.6366
C -1.2586 -6.0802 28.8980 -0.5817
C -0.5040 -9.0724 20.2611 0.1889
C 2.8647 -10.6716 20.7647 -1.1291
C 3.5140 -5.5572 24.2273 0.7728
C 1.9713 -6.5890 25.9358 -0.6584
C 0.6544 -3.1375 17.4845 -0.1403
C -1.7101 -3.6248 18.0668 -0.9462
C 1.2267 -1.1206 22.8436 -1.0144
C 6.9233 -6.5940 23.8356 -0.9055
C 8.6146 -0.6894 25.8129 -1.0102
C -2.1477 -5.0286 26.7756 -0.3312
C -2.6641 -3.9780 21.7650 0.1499
C 11.1353 -3.7220 25.8926 -0.6765
C 11.0436 -2.3991 23.8320 0.1244
C 3.4825 -6.6137 19.1820 -0.2413
C 2.0205 -10.5009 26.4691 -0.8754
C 0.8278 -3.1873 29.1753 -0.1217
C -2.8080 -6.3218 21.3301 -0.7737
C -0.3310 -10.8611 27.0432 -1.1541
C -6.3039 -9.8141 25.9263 -1.0396
C 5.5335 -8.4867 24.0418 -0.2489
C 7.2313 -2.5204 25.0538 0.4075
C 6.6998 -8.0739 21.8506 -0.7513
C 0.8817 -3.1304 31.5788 -0.8541
C 0.9736 -9.2326 28.2780 0.2942
C 6.6492 -4.3654 29.1548 -0.1125
C -0.7115 -10.0355 22.3934 0.1427
C 6.2630 -6.7237 29.5386 -1.0051
C -3.9812 -9.7912 25.1463 0.6888
C -5.4205 -7.9940 24.4595 -0.3008
C 1.4903 -9.4057 17.0935 -0.0901
C 5.5212 -5.5862 27.3906 -0.3856
C -2.5419 -10.2643 20.8581 -0.9062
C 0.5331 -3.1775 23.7746 0.0935
C -1.7807 -5.6443 23.4092 -0.8735
C 12.2996 -1.5935 25.7872 -1.0266
C 4.8146 -5.5020 17.5477 -0.9887
C 5.0180 -10.8250 19.5435 -0.9751
C 4.8636 -11.5232 21.8176 -0.2165
C 2.1027 -7.4641 23.6457 -0.2339
H -5.5008 -7.3183 25.3468 0.2176
H 0.2602 -3.7668 24.6959 0.1837
H 1.8284 -0.8613 25.6634 0.3366
H -2.9115 -9.7711 19.9697 0.3401
H 8.6049 -1.2597 26.7697 0.1962
H -1.1309 -4.7870 26.4622 -0.0747
H 10.5549 -3.3442 23.3811 0.2596
H 0.4654 -8.6333 20.6226 0.3921
H 0.0869 -2.3538 16.9378 0.2811
H -2.1497 -4.6397 18.1724 0.2071
H 2.9242 -4.9360 30.4698 0.4930
H -0.8633 -10.4446 26.2311 0.3930
H 12.5305 -0.8166 25.0234 0.3323
H 0.0166 -5.9349 18.7509 0.1371
H 6.3142 -7.2134 21.3441 0.4286
H 10.5428 -3.2131 26.7582 0.1826
H -0.5365 -7.3964 16.0760 0.2031
H 1.4738 -5.6704 26.2288 0.1207
H 6.3239 -9.0701 21.5783 0.0415
H 1.7425 -7.0458 14.6874 0.3122
H -0.6312 -4.7017 19.9491 -0.3139
H -1.7638 -4.7131 23.9830 0.0311
H 13.3472 -1.9747 26.0228 0.3175
H -1.9437 -3.2493 17.0787 0.4414
H -1.3650 -9.6512 23.1821 -0.2600
H -2.1281 -3.0728 18.9096 0.3264
H -1.2862 -6.9659 29.5168 0.4012
H -2.6999 -4.2999 27.4062 0.3407
H 2.6697 -9.6662 21.1423 0.0988
H 5.3541 -6.6279 27.0658 0.3114
H 2.4794 -10.8671 19.7781 0.3763
H -7.0884 -10.0384 25.2053 0.3766
H 5.2979 -7.2132 29.7561 0.2634
H 11.7929 -1.2813 26.7281 0.3499
H -2.6435 -11.3742 20.7447 0.3057
H 5.0352 -6.5458 17.3721 0.3795
H 6.8051 -7.4571 28.9807 0.3578
H 7.3188 0.2390 23.6316 0.3710
H 3.5255 -7.4556 18.4942 0.3269
H 4.2713 -5.0630 16.6726 0.1473
H -0.1721 -8.4257 14.5966 0.3678
H -0.6714 -11.1338 22.6862 0.2621
H 2.9990 -10.2415 26.9911 0.2957
H -2.7117 -5.4085 25.8762 0.1129
H 7.4852 -2.9861 25.9881 0.1971
H -0.8818 -6.0230 23.1296 0.8188
H 0.2984 -2.2024 31.3357 0.2747
H -0.1317 -11.9417 26.8522 0.2968
H 0.2414 -0.6302 22.6497 0.2951
H 6.6627 -6.5834 30.5340 0.3685
H 0.1049 -3.6631 32.0790 0.3635
H 7.7778 -8.2321 21.7133 0.3188
H 2.9543 -8.1977 15.3225 0.3108
H 1.2225 -7.3418 25.8662 0.2391
H -6.2375 -7.9135 23.7691 0.3962
H 1.0685 -4.7655 19.6032 -0.5126
H 2.1963 -11.5575 26.2742 0.3932
H -3.1978 -6.0207 20.3068 0.3494
H 2.2862 -11.4155 21.3042 0.6034
H 7.7558 -6.2952 23.2127 0.5232
H 6.9435 -4.4735 30.2026 0.2755
H 5.0195 -3.8349 19.5363 0.5309
H 1.7332 -5.4264 29.2501 -0.3072
H -1.9001 -6.9402 21.3002 0.1250
H 0.6839 -10.0950 17.5044 0.3823
H -3.6022 -6.9870 21.7660 0.1994
H 2.2222 -7.0516 16.5253 0.0582
H 1.5648 -1.7563 22.0656 0.2591
H 7.3887 -1.2518 22.8067 0.2855
H 1.9819 -0.3944 23.0111 0.3681
H 0.2146 -2.3014 29.4422 0.2656
H 1.9239 -10.1084 25.4628 0.1903
H 2.8206 -6.7921 26.5364 -0.0625
H -0.9211 -10.8459 28.0385 0.3111
H 4.5903 -5.0127 27.4163 0.0691
H 0.2575 -9.6076 22.5738 -0.2603
H 3.0706 -4.5171 24.4576 0.2341
H -4.4736 -7.8334 24.0054 -0.2800
H -2.4015 -8.1755 28.1238 0.4066
H -1.6427 -5.2892 29.5896 0.2851
H -2.1759 -3.2149 22.4551 0.2360
H 1.7915 -2.9759 32.2192 0.2891
H 4.5948 -10.0880 18.8650 0.2723
H 4.2525 -11.6195 22.7178 0.4973
H 8.0381 0.2202 26.0870 0.3671
H 6.2730 -5.0804 26.7866 -0.0807
H 9.6352 -0.4474 25.5772 0.3486
H 11.9341 -4.1949 26.5520 0.2559
H 0.0795 -0.8555 25.3886 0.3742
H 7.2898 -6.7086 24.8824 0.1857
H 5.1206 -9.3483 23.5957 0.5883
H 8.8722 -0.4026 23.1170 0.3084
H -2.3303 -6.3450 24.0276 -0.1056
H 1.9956 -8.7226 28.3260 0.1826
H 5.6738 -4.8591 17.8244 0.3886
H -3.2454 -9.3526 24.3569 -0.1067
H 3.7520 -5.4815 23.1763 -0.5314
H 4.9500 -11.7794 18.9818 0.3405
H -6.4508 -9.0340 26.6865 0.2598
H 1.4571 -5.8651 30.9383 0.2829
H 6.0484 -10.5600 19.6964 0.3565
H 3.3192 -3.5625 19.3387 0.1036
H 6.1597 -5.8414 23.8704 0.1747
H -1.0487 -9.1096 16.0412 0.2991
H 4.0360 -4.6775 20.6184 -0.0818
H 4.4291 -5.8910 24.7095 -0.8733
H -5.9049 -10.6935 26.4322 0.3308
H -3.1828 -9.9833 21.7186 0.1548
H -0.3120 -5.8348 28.5234 -0.1491
H 2.5488 -7.2906 22.6562 0.3441
H 10.6119 -4.4871 25.3292 0.2725
H 0.9269 -2.2087 26.0831 -0.0115
```

As for the electronic energy: -108191.289 eV. Its HOMO energy is -8.6784 eV. The energy above the lowest of the compared OMol25 structures with the same formula, charge and spin comes out at 265.0 kcal/mol. As for the spin multiplicity: 1. The largest force on an atom is 4.76 eV Å⁻¹. Its charge is 0.

> What is the electronic energy in the first record?

-51587.281 eV